Entry 1:
H28O14 | wB97M-V/def2-TZVPD

XYZ file:
```
42
Properties=species:S:1:pos:R:3:forces:R:3:mulliken_charge:R:1
H 0.241031 -0.284468 0.022352 0.123 -0.735 0.600 0.228
H 1.131887 0.966832 -0.279920 -0.399 -0.511 0.013 0.272
H 0.485012 1.747418 3.055101 -0.343 -0.136 -0.436 0.203
H -0.544339 0.755428 3.309587 -0.742 -1.173 0.836 0.234
H -0.164049 -4.785487 -1.687693 0.193 0.204 -0.468 0.319
H 0.117625 -4.406020 -3.131380 0.024 -1.291 -2.877 0.288
H -1.287833 1.514284 1.030237 -1.850 2.153 1.340 0.383
H -1.150452 2.859788 1.759542 -0.529 0.025 0.017 0.314
H -2.609103 -3.519762 -0.517330 -1.376 -0.137 -0.612 0.326
H -3.994016 -3.355071 -1.265881 -0.527 0.827 -2.044 0.306
H -1.169758 4.675344 -0.879792 -0.852 0.251 0.093 0.291
H -2.682032 4.495674 -1.010994 -2.268 -2.396 -0.969 0.306
H 0.747886 3.434636 -0.656193 -0.718 -0.519 0.457 0.215
H 1.555050 4.077654 -1.726640 0.406 -0.052 1.259 0.355
H -3.926792 -0.846778 -0.545164 -0.929 1.067 -0.567 0.283
H -3.452559 -0.255981 -1.754151 3.380 0.061 -2.639 0.340
H 3.315427 -2.534527 1.876048 0.249 0.626 0.613 0.263
H 2.069751 -3.383244 2.195871 1.037 0.158 -0.612 0.331
H -2.259170 0.687801 -2.960720 -1.340 0.636 -1.852 0.313
H -1.098262 1.103598 -2.150085 0.247 -0.294 0.403 0.229
H 6.180953 1.103021 -1.894287 0.956 0.980 -0.129 0.305
H 5.191395 0.095432 -1.720426 0.179 0.397 -1.917 0.307
H -2.605914 -0.768569 1.919977 -0.889 -2.026 0.983 0.337
H -2.636126 -2.021428 1.185955 -0.035 -1.198 -1.180 0.251
H 3.028561 -0.206259 2.394078 0.700 -0.066 -0.346 0.292
H 2.206746 0.624608 3.279614 -0.234 1.440 0.718 0.269
H 2.645826 -0.531844 0.377452 0.337 -0.520 -0.358 0.228
H 3.776128 -1.626433 0.100564 -1.180 1.621 -0.732 0.331
O 0.323261 0.482487 -0.522333 0.418 1.514 -0.497 -0.464
O -0.344140 1.402215 2.654881 5.075 -0.632 2.741 -0.439
O 0.098804 -4.069138 -2.285979 -0.256 1.062 3.399 -0.602
O -1.829845 2.201976 1.584570 -1.732 -0.152 -4.626 -0.665
O -3.587438 -3.649456 -0.490554 2.038 -0.641 2.512 -0.619
O -2.045307 5.078555 -0.732702 3.116 2.214 0.927 -0.586
O 1.565380 3.907309 -0.748973 0.243 0.431 -1.684 -0.611
O -4.166101 -0.154443 -1.219571 -2.895 -1.306 3.604 -0.590
O 2.891580 -3.348949 1.649703 -1.274 -0.810 0.217 -0.620
O -1.736354 0.392536 -2.257387 1.282 -0.405 0.984 -0.594
O 5.653594 0.574945 -2.481458 -1.247 -1.365 2.075 -0.624
O -2.864465 -1.751845 2.057988 0.851 3.357 0.238 -0.619
O 2.280193 -0.256431 2.978669 -0.126 -1.448 -0.425 -0.563
O 3.371730 -0.761717 -0.227570 0.889 -1.208 0.938 -0.526
```
Forces are in eV/Å.

Values from the calculation:
LUMO level = -0.61 eV
molar mass = 252.21 g/mol
relative energy (zero: lowest compared OMol25 entry of this formula, charge and spin) = 134.0 kcal per mole
2S+1 = 1
E_HOMO = -9.620 eV
F_max = 0.1128 hartree/bohr



Entry 2:
H28O14Xe | wB97M-V/def2-TZVPD

XYZ file:
```
43
Properties=species:S:1:pos:R:3:forces:R:3:mulliken_charge:R:1
Xe -0.054416 0.196656 -0.105769 -0.241 -0.036 0.057 0.041
O -2.994856 -1.929134 0.329311 0.174 -0.012 -0.059 -0.634
H -3.267966 -1.034094 0.530641 -0.014 0.230 0.167 0.288
H -3.774356 -2.460274 0.492171 -0.276 -0.250 -0.025 0.298
O 2.781404 -1.981084 -0.936459 0.346 0.599 -0.486 -0.618
H 3.543394 -2.492054 -1.209429 0.282 -0.093 -0.096 0.271
H 2.578484 -2.303274 -0.058249 -0.703 -0.571 0.556 0.309
O 3.336354 0.763876 -0.156419 0.581 0.313 0.641 -0.697
H 2.732134 1.342906 -0.621049 -0.179 0.041 0.006 0.314
H 3.108514 -0.114654 -0.460569 -0.041 -0.703 -0.374 0.367
O 1.247014 -3.562504 0.879441 1.211 -0.403 -0.586 -0.616
H 0.425364 -3.359914 1.326731 -0.828 0.634 0.540 0.414
H 1.494734 -4.425324 1.211711 0.143 -0.177 -0.016 0.281
O 1.267924 4.054816 -0.180849 -0.166 0.315 0.447 -0.620
H 1.395984 3.335566 -0.799329 0.086 -0.427 -0.202 0.408
H 1.299504 4.844356 -0.721079 -0.014 0.246 -0.045 0.283
O -2.094146 1.565786 2.858761 -0.205 -0.206 -0.185 -0.626
H -2.637706 2.053996 3.477161 -0.217 0.074 0.262 0.291
H -1.503616 2.221806 2.488431 0.427 0.068 -0.158 0.301
O -4.133956 0.335236 -1.995469 -0.342 -0.026 -0.016 -0.593
H -3.718646 0.290836 -1.134199 0.172 -0.067 0.041 0.259
H -3.448386 0.666196 -2.575709 0.212 0.122 -0.124 0.309
O -2.865136 3.400826 -0.154909 -0.091 0.082 -0.224 -0.580
H -3.047206 2.521256 0.175921 -0.067 -0.230 0.098 0.298
H -2.391036 3.831426 0.556451 0.195 0.176 0.097 0.299
O -0.865486 -2.634254 2.095401 0.050 -0.807 -0.566 -0.714
H -0.944816 -2.015124 2.821091 0.144 0.258 0.811 0.425
H -1.619436 -2.446584 1.536321 -0.337 -0.020 -0.497 0.304
O -1.282726 -0.972984 4.057671 -0.159 -0.225 0.470 -0.708
H -1.618356 -0.279554 3.489571 -0.162 0.700 -0.168 0.326
H -0.472866 -0.614674 4.420941 0.313 0.123 0.110 0.340
O 2.734294 0.589116 2.761911 -0.305 -0.092 0.554 -0.595
H 3.477414 0.854036 3.303961 0.131 0.064 0.139 0.281
H 3.103404 0.479786 1.885531 0.066 0.155 -0.765 0.361
O 1.976494 2.088126 -2.154749 -0.121 0.158 -0.121 -0.644
H 1.282314 2.325456 -2.769589 -0.390 -0.107 -0.171 0.275
H 2.747094 2.561366 -2.468509 0.456 0.087 -0.128 0.285
O -0.285336 -0.353664 -3.860279 -0.325 0.558 0.183 -0.631
H 0.128884 0.161496 -4.552579 0.236 0.053 -0.227 0.302
H -1.062616 -0.729734 -4.273369 -0.335 -0.180 -0.105 0.303
O 1.110724 -2.585054 -3.382639 0.261 -0.705 -0.326 -0.682
H 0.564654 -1.800544 -3.433439 -0.057 0.298 0.004 0.372
H 1.746984 -2.390434 -2.694499 0.087 -0.016 0.488 0.354
```
Forces are in eV/Å.

Values from the calculation:
LUMO level = -0.23 eV
molar mass = 383.50 g/mol
relative energy (zero: lowest compared OMol25 entry of this formula, charge and spin) = 19.1 kcal per mole
2S+1 = 1
E_HOMO = -10.035 eV
F_max = 0.0273 hartree/bohr



Entry 3:
H2I2O2P | wB97M-V/def2-TZVPD

XYZ file:
```
7
Properties=species:S:1:pos:R:3:forces:R:3:mulliken_charge:R:1
O 0.111527 -0.076543 -1.603257 0.344 0.885 -1.010 -0.364
O 1.330167 0.281540 1.298893 -0.942 -2.867 -6.726 -0.540
P -0.387850 -0.019253 -0.166661 2.843 -0.330 3.905 0.536
I -1.684022 1.922038 0.232252 0.233 -0.696 -0.286 0.342
I -1.091808 -2.250923 0.336303 -0.003 0.883 0.110 0.300
H 0.829764 -0.546682 -2.064325 -0.097 -0.057 0.500 0.413
H 0.892225 0.689821 1.966797 -2.377 2.182 3.507 0.312
```
Forces are in eV/Å.

Values from the calculation:
LUMO level = -6.89 eV
molar mass = 318.80 g/mol
total charge = +1
relative energy (zero: lowest compared OMol25 entry of this formula, charge and spin) = 79.7 kcal per mole
2S+1 = 1
E_HOMO = -15.029 eV
F_max = 0.1434 hartree/bohr



Entry 4:
H2I2P2 | wB97M-V/def2-TZVPD

XYZ file:
```
6
Properties=species:S:1:pos:R:3:forces:R:3:mulliken_charge:R:1
P 0.022854 0.354761 -0.586279 0.835 0.383 -1.236 -0.183
P -2.164125 0.355537 -0.681320 -0.293 -0.453 -0.261 -0.025
I -2.919403 2.497880 0.137780 0.412 -0.067 -0.034 -0.002
I 4.004440 1.776738 0.073494 -0.087 -0.030 -0.005 0.002
H 0.213947 -0.918605 -1.219439 -0.458 0.058 0.531 0.096
H 0.365287 0.902394 -1.912017 -0.409 0.109 1.005 0.112
```
Forces are in eV/Å.

Values from the calculation:
LUMO level (spin up / spin down) = -1.76 / -3.29 eV
molar mass = 317.77 g/mol
relative energy (zero: lowest compared OMol25 entry of this formula, charge and spin) = 54.4 kcal per mole
2S+1 = 1
E_HOMO (spin up / spin down) = -9.156 / -8.396 eV
F_max = 0.0299 hartree/bohr